# C30H33ClNO8PdS4

A molecular structure, C30H33ClNO8PdS4 (wB97M-V/def2-TZVPD, the Open Molecules 2025 dataset).

Last column: Mulliken charge in e.
Element x y z (Å)
Pd 0.3570 -1.3962 -0.4505  0.343
O 0.9444 0.9955 -0.5305  -0.071
S 1.1715 2.4426 -0.7615  0.100
C -0.0819 3.2350 0.2800  -0.518
C 0.2069 2.9629 1.7510  -1.162
C -0.2511 1.5943 2.2622  1.052
C -1.7621 1.3220 2.1561  -1.156
S -2.1335 -0.2111 1.2352  0.530
O -1.5286 -0.0685 -0.1375  0.485
C -3.8746 0.1058 0.9790  0.571
C -4.3039 0.5497 -0.2600  -0.419
C -5.6552 0.8007 -0.4532  -0.732
C -6.5573 0.6050 0.5830  -0.448
C -6.1143 0.1493 1.8179  -0.610
C -4.7673 -0.1098 2.0192  -0.572
C 0.3675 2.8289 -2.3217  0.346
C 0.5769 4.0543 -2.9365  -0.464
C -0.0654 4.3306 -4.1347  -0.597
C -0.8948 3.3784 -4.7135  -0.455
C -1.0828 2.1489 -4.0963  -0.738
C -0.4504 1.8680 -2.8931  -0.291
H -1.0441 2.8330 -0.0483  0.202
H -0.0468 4.3012 0.0418  0.650
H -0.2502 3.7496 2.3575  0.431
H 1.2785 3.0479 1.9544  0.152
H 0.0515 1.5320 3.3094  0.631
H 0.3037 0.8207 1.7345  -1.147
H -2.3384 2.1325 1.7070  0.438
H -2.1824 1.1135 3.1434  0.604
H -3.5791 0.6852 -1.0526  0.453
H -6.0032 1.1464 -1.4180  0.410
H -7.6106 0.7991 0.4267  0.373
H -6.8194 -0.0145 2.6223  0.397
H -4.4159 -0.4839 2.9738  0.413
H 1.2420 4.7831 -2.4871  0.456
H 0.0898 5.2845 -4.6224  0.380
H -1.3871 3.5926 -5.6536  0.376
H -1.7192 1.4027 -4.5554  0.434
H -0.5717 0.9169 -2.3867  0.248
Cl -2.4461 -3.3537 0.6445  -0.238
C -1.6406 -4.3351 -0.5500  1.209
C -1.7251 -5.7086 -0.4220  -0.752
C -1.1028 -6.5198 -1.3588  -0.354
C -0.4019 -5.9489 -2.4088  -0.661
C -0.3228 -4.5720 -2.5141  -0.347
C -0.9414 -3.7273 -1.5923  -0.271
C -0.8403 -2.2590 -1.7488  -1.319
H -2.2669 -6.1320 0.4124  0.415
H -1.1554 -7.5957 -1.2536  0.353
H 0.1113 -6.5739 -3.1271  0.373
H 0.2619 -4.1232 -3.3073  0.279
H -1.7910 -1.7441 -1.5874  0.592
H -0.4064 -2.0040 -2.7180  0.506
N 3.8703 0.1110 -0.7519  -0.203
C 3.8019 0.5734 0.5629  0.004
C 2.8841 0.0753 1.4854  0.832
C 2.7603 0.6558 2.7417  -0.940
C 3.4920 1.7735 3.0914  -0.428
C 4.4499 2.2441 2.1995  -0.676
C 4.6202 1.6370 0.9679  -0.702
S 3.0088 2.7414 4.5185  1.368
O 4.2311 3.0302 5.2480  -0.725
O 2.0498 1.8984 5.2256  -0.732
O 2.3901 3.9186 3.9057  -0.678
H 4.7907 0.1320 -1.1595  0.256
H 3.3633 -0.7395 -0.9601  0.025
H 2.1016 -0.6330 1.2222  0.330
H 2.0245 0.2859 3.4438  0.687
H 5.0356 3.1153 2.4661  0.390
H 5.3472 2.0327 0.2656  0.353
C 4.0118 -3.3069 0.2657  -0.933
S 2.3693 -3.5942 -0.3364  1.169
O 2.1057 -2.4506 -1.2860  -0.871
O 2.3893 -4.8724 -1.0058  -0.597
O 1.4870 -3.4785 0.8171  -0.651
H 4.6993 -3.3071 -0.5773  0.298
H 4.2484 -4.1197 0.9483  0.392
H 4.0369 -2.3539 0.7915  0.152

**2S+1**: 1
**Kohn-Sham gap (spin up / spin down)**: 6.884 / 6.883 eV
**E_LUMO (spin up / spin down)**: 1.86 / 1.86 eV
**Net charge**: -1
**E**: -4000.52338 Ha